(1)
# C3H7N2O2

A molecular structure, C3H7N2O2 at a distorted geometry (wB97M-V/def2-TZVPD, OMol25).

Element x y z (Å)
1 O -2.53405 -0.34357 -0.14353
2 O -1.78652 -1.53504 1.64626
3 N -1.60892 -0.88442 0.53948
4 N 0.73322 -1.34354 0.81548
5 C -0.09754 0.76559 -1.02420
6 C 1.02785 1.44544 -0.43585
7 C -0.41760 -1.00156 -0.05667
8 H 0.24123 0.40649 -2.07989
9 H 0.25763 -1.35664 1.70285
10 H 0.88078 2.19158 0.31783
11 H 0.97735 -2.34545 0.86712
12 H 1.70207 1.94603 -1.21193
13 H -1.13014 1.19916 -0.99659
14 H 1.75464 0.85592 0.05965

Atoms 1-3, force components in eV/Å:
O -0.67 0.08 1.34
O -0.58 0.95 -0.52
N 0.19 -1.48 -0.84

Output
Relative energy (zero: lowest compared OMol25 entry of this formula, charge and spin)   630.0 kJ/mol
Total energy   -378.33817 hartree
Net charge   -1
HOMO energy   -2.927 eV
HOMO-LUMO gap   7.22 eV

Okay, here come the Mulliken numbers, in e, for every atom:
1 O -0.74
2 O -0.78
3 N 0.73
4 N -0.56
5 C -0.41
6 C -1.01
7 C -0.13
8 H 0.17
9 H 0.26
10 H 0.30
11 H 0.23
12 H 0.26
13 H 0.32
14 H 0.37

=====

(2)
# C3H7N2O2

2 unconnected molecules or ions with the total composition C3H7N2O2 (wB97M-V/def2-TZVPD, OMol25).

Element x y z (Å)
1 O 1.72606 -0.57205 -1.75879
2 O -0.43037 -0.63693 -2.41067
3 N -2.15242 0.68639 1.21777
4 N 1.52204 0.03420 1.05162
5 C 0.79431 -0.65477 -2.60485
6 C -0.77439 0.73675 0.82736
7 C 0.21408 0.21608 1.55628
8 H -0.55452 0.97716 -0.20191
9 H 2.02797 -0.63992 1.60081
10 H -2.47666 -0.26970 1.27474
11 H 1.59309 -0.17877 0.02796
12 H 1.12008 -0.75000 -3.67172
13 H 0.09777 -0.06641 2.60039
14 H -2.70702 1.11795 0.49101

Atoms 1-3, force components in eV/Å:
O -0.04 -0.03 -0.30
O -0.21 0.02 -0.07
N -0.13 0.36 0.11

Output
Relative energy (zero: lowest compared OMol25 entry of this formula, charge and spin)   96.5 kJ/mol
Total energy   -378.54134 hartree
Net charge   -1
HOMO energy   -3.549 eV
HOMO-LUMO gap   7.75 eV

Okay, here come the Mulliken numbers, in e, for every atom:
1 O -0.73
2 O -0.64
3 N -0.67
4 N -0.58
5 C -0.01
6 C -0.21
7 C -0.12
8 H 0.18
9 H 0.21
10 H 0.23
11 H 0.39
12 H 0.35
13 H 0.32
14 H 0.28

=====

(3)
# C3H7N2O2

A gas-phase ion, C3H7N2O2 (charge +1) at a distorted geometry (wB97M-V/def2-TZVPD, OMol25).

Element x y z (Å)
1 O 1.45363 -1.07434 -1.41067
2 O 0.10114 -1.58205 1.16203
3 N 0.62873 -0.22319 -0.74677
4 N -1.01588 1.10324 -0.19765
5 C 0.46700 -0.36588 0.83945
6 C -0.29655 0.59312 -1.18401
7 C -0.64998 0.66330 1.08337
8 H -0.35218 1.61600 1.62119
9 H 0.82904 -2.31192 0.88210
10 H -2.03043 1.40334 -0.32576
11 H -0.51048 0.85144 -2.23972
12 H 1.51575 -0.91036 -2.40629
13 H 1.34350 -0.05809 1.27216
14 H -1.48330 0.29539 1.65058

Atoms 1-3, force components in eV/Å:
O 0.58 -0.18 -1.26
O 1.39 -4.73 -0.58
N -1.03 1.24 0.96

Output
Relative energy (zero: lowest compared OMol25 entry of this formula, charge and spin)   250.5 kJ/mol
Total energy   -378.15840 hartree
Net charge   +1
HOMO energy   -14.170 eV
HOMO-LUMO gap   10.62 eV

Okay, here come the Mulliken numbers, in e, for every atom:
1 O -0.42
2 O -0.54
3 N 0.20
4 N -0.14
5 C 0.07
6 C -0.07
7 C -0.59
8 H 0.25
9 H 0.41
10 H 0.31
11 H 0.39
12 H 0.38
13 H 0.42
14 H 0.33

=====

(4)
# C3H7N2O2

A gas-phase ion, C3H7N2O2 (charge +1) at a distorted geometry (wB97M-V/def2-TZVPD, OMol25).

Element x y z (Å)
1 O -2.51814 0.52006 0.32491
2 O 0.89027 1.95668 -0.45717
3 N 0.44033 -1.32743 -0.22353
4 N -1.23870 0.10215 0.02802
5 C 0.61174 1.10774 0.48814
6 C 1.25325 -0.30768 0.37062
7 C -0.93126 -1.07107 -0.31244
8 H 2.26088 -0.22151 -0.13148
9 H 0.08126 1.35570 1.42474
10 H 1.24352 1.68213 -1.43715
11 H -1.66033 -1.78708 -0.55822
12 H 0.87097 -2.26240 -0.33406
13 H -2.80513 0.82950 -0.58557
14 H 1.50135 -0.57678 1.40320

Atoms 1-3, force components in eV/Å:
O -0.29 0.00 -2.56
O 0.17 0.35 -1.49
N -1.63 -0.83 -1.04

Output
Relative energy (zero: lowest compared OMol25 entry of this formula, charge and spin)   362.3 kJ/mol
Total energy   -378.11583 hartree
Net charge   +1
HOMO energy   -14.072 eV
HOMO-LUMO gap   9.67 eV

Okay, here come the Mulliken numbers, in e, for every atom:
1 O -0.34
2 O -0.47
3 N -0.15
4 N -0.20
5 C 0.35
6 C -0.74
7 C -0.11
8 H 0.40
9 H 0.40
10 H 0.46
11 H 0.46
12 H 0.27
13 H 0.38
14 H 0.30

=====

(5)
# C3H7N2O2P

C3H7N2O2P in the gas phase at a distorted geometry (wB97M-V/def2-TZVPD, OMol25).

Element x y z (Å)
1 P 0.72120 0.22080 -1.57742
2 O -0.43483 1.39868 -1.34502
3 O 0.45409 -0.00431 -3.20804
4 N -1.10828 -1.31093 0.08658
5 N 0.64389 0.57199 2.80969
6 C -0.75991 -0.90510 1.23517
7 C 0.37877 0.37363 1.50191
8 C -0.51039 -1.00330 -1.02643
9 H 1.42667 1.31893 2.95423
10 H -1.16058 -1.14162 -1.99668
11 H 1.02686 -0.76558 -3.40947
12 H -0.52710 1.98197 -2.15683
13 H 0.22724 1.08455 0.77046
14 H 0.63925 -0.27580 3.26741
15 H -1.01686 -1.54392 2.09443

Atoms 1-3, force components in eV/Å:
P -0.36 0.11 0.48
O 0.22 1.47 -1.81
O 0.50 -0.46 0.47

Output
Relative energy (zero: lowest compared OMol25 entry of this formula, charge and spin)   397.0 kJ/mol
Total energy   -719.72527 hartree
Net charge   0
HOMO energy (spin up / spin down)   -7.040 / -7.346 eV
HOMO-LUMO gap (spin up / spin down)   6.88 / 7.75 eV

Okay, here come the Mulliken numbers, in e, for every atom:
1 P 0.18
2 O -0.49
3 O -0.46
4 N -0.45
5 N -0.40
6 C -0.06
7 C -0.58
8 C -0.08
9 H 0.27
10 H 0.26
11 H 0.32
12 H 0.31
13 H 0.59
14 H 0.25
15 H 0.33

=====

(6)
# C3H7N2O2S

A gas-phase ion, C3H7N2O2S (charge +1) at a distorted geometry (wB97M-V/def2-TZVPD, OMol25).

Element x y z (Å)
1 S -1.67974 -0.57480 0.14878
2 O -1.20163 0.95502 -0.34457
3 O -0.32340 2.92598 -0.23401
4 N 2.76021 -0.51314 -0.13061
5 N -0.12069 1.72100 -0.26675
6 C 1.36304 -0.08492 -0.12873
7 C 1.15015 1.26184 -0.50177
8 C -3.42626 -0.12626 0.10933
9 H 3.38959 -0.12536 -0.87573
10 H 1.81590 1.96465 -0.75509
11 H -3.76565 0.10385 1.13527
12 H -4.12828 -0.83542 -0.42171
13 H -3.37228 0.80299 -0.45470
14 H 2.85776 -1.52198 -0.02970
15 H 2.84411 -0.27860 0.86480

Atoms 1-3, force components in eV/Å:
S 0.28 -1.64 0.33
O 0.06 2.13 -0.34
O -0.05 -2.29 0.07

Output
Relative energy (zero: lowest compared OMol25 entry of this formula, charge and spin)   695.2 kJ/mol
Total energy   -776.14193 hartree
Net charge   +1
HOMO energy (spin up / spin down)   -12.884 / -12.885 eV
HOMO-LUMO gap (spin up / spin down)   7.28 / 7.28 eV

Okay, here come the Mulliken numbers, in e, for every atom:
1 S 0.18
2 O -0.31
3 O -0.45
4 N -0.18
5 N 0.84
6 C -0.94
7 C 0.02
8 C -0.68
9 H 0.35
10 H 0.49
11 H 0.31
12 H 0.34
13 H 0.23
14 H 0.38
15 H 0.41

=====

(7)
# C3H7N2OS

A gas-phase ion, C3H7N2OS (charge +1) at a distorted geometry (wB97M-V/def2-TZVPD, OMol25).

Element x y z (Å)
1 S 0.53112 1.33699 -1.69369
2 O -0.70600 1.04446 2.59153
3 N 1.48461 -0.88911 -0.20406
4 N -0.48854 0.12261 0.62899
5 C 0.38564 -0.08045 -0.55621
6 C 0.01938 0.84974 1.53053
7 C -0.32653 -0.26289 -1.83318
8 H -1.28428 -0.47153 0.92382
9 H 0.90797 1.48119 1.24699
10 H 2.23003 -0.26627 0.09896
11 H 1.76503 -1.62563 -0.84430
12 H 0.07875 -0.93524 -2.63504
13 H -1.45425 -0.26999 -1.80449
14 H -0.53642 1.70780 3.38107

Atoms 1-3, force components in eV/Å:
S -0.40 -0.21 0.41
O 0.11 0.97 2.38
N 0.15 0.63 0.43

Output
Relative energy (zero: lowest compared OMol25 entry of this formula, charge and spin)   199.7 kJ/mol
Total energy   -701.14868 hartree
Net charge   +1
HOMO energy   -13.197 eV
HOMO-LUMO gap   8.96 eV

Okay, here come the Mulliken numbers, in e, for every atom:
1 S -0.03
2 O -0.46
3 N -0.52
4 N -0.03
5 C 0.55
6 C 0.27
7 C -0.99
8 H 0.34
9 H 0.31
10 H 0.27
11 H 0.25
12 H 0.33
13 H 0.27
14 H 0.44

=====

(8)
# C3H7N2P

C3H7N2P in the gas phase at a distorted geometry (wB97M-V/def2-TZVPD, OMol25).

Element x y z (Å)
1 P 0.64410 -1.43689 1.47588
2 N -1.23136 -0.56921 -1.44229
3 N -0.41114 -0.27717 1.56725
4 C 0.52297 0.75269 -0.47590
5 C -0.02364 -0.32472 -1.31423
6 C -0.16238 1.00254 0.88368
7 H 0.44937 1.70031 -1.09448
8 H -1.48282 -1.36567 -2.06581
9 H -1.08053 1.57552 0.69894
10 H 0.70880 -0.99015 -1.86049
11 H 0.01953 -2.33735 2.27324
12 H 1.54321 0.61295 -0.23971
13 H 0.50389 1.65715 1.59391

Atoms 1-3, force components in eV/Å:
P 0.63 1.12 -0.85
N -2.51 -0.42 -0.30
N 0.03 0.61 0.46

Output
Relative energy (zero: lowest compared OMol25 entry of this formula, charge and spin)   16.4 kJ/mol
Total energy   -569.28527 hartree
Net charge   0
HOMO energy   -8.854 eV
HOMO-LUMO gap   8.54 eV

Okay, here come the Mulliken numbers, in e, for every atom:
1 P 0.05
2 N -0.53
3 N -0.22
4 C -0.71
5 C -0.16
6 C -0.38
7 H 0.33
8 H 0.26
9 H 0.31
10 H 0.39
11 H 0.04
12 H 0.38
13 H 0.24

=====

(9)
# C3H7N2S

2 unconnected molecules or ions with the total composition C3H7N2S at a distorted geometry (wB97M-V/def2-TZVPD, OMol25).

Element x y z (Å)
1 S 3.46352 -0.22112 -0.08157
2 N -0.64568 -0.43808 0.16896
3 N 0.21407 -0.97724 -0.45944
4 C -2.02896 -0.77097 0.06556
5 C 2.58795 0.94468 1.01849
6 C 2.47177 -1.02585 -1.03638
7 H -2.44054 -0.00011 -0.68293
8 H -2.22383 -1.75342 -0.34701
9 H -0.06885 -1.76087 -1.22982
10 H 1.62546 1.33336 0.58836
11 H 3.27827 1.69984 1.34386
12 H 2.28917 0.25492 1.78404
13 H -2.44971 -0.55059 1.04598

Atoms 1-3, force components in eV/Å:
S 0.52 0.79 -0.09
N 0.58 0.91 0.96
N 1.09 -2.24 -2.99

Output
Relative energy (zero: lowest compared OMol25 entry of this formula, charge and spin)   680.9 kJ/mol
Total energy   -625.71284 hartree
Net charge   +1
HOMO energy (spin up / spin down)   -13.967 / -13.968 eV
HOMO-LUMO gap (spin up / spin down)   7.53 / 7.53 eV

Okay, here come the Mulliken numbers, in e, for every atom:
1 S 0.26
2 N -0.17
3 N -0.11
4 C -0.66
5 C -0.68
6 C 0.22
7 H 0.29
8 H 0.36
9 H 0.26
10 H 0.30
11 H 0.35
12 H 0.32
13 H 0.27

=====

(10)
# C3H7N2S

A gas-phase ion, C3H7N2S (charge +1) at a distorted geometry (wB97M-V/def2-TZVPD, OMol25).

Element x y z (Å)
1 S -0.74883 0.55397 0.61779
2 N -3.41058 -0.34991 0.14633
3 N 0.82981 -0.49807 -1.26811
4 C 0.72845 0.17528 -0.14892
5 C -2.29751 -0.55932 0.61574
6 C 1.94768 0.60980 0.56698
7 H -2.06024 -1.48443 1.05592
8 H 2.80753 0.59882 -0.16295
9 H 2.16914 -0.08397 1.36364
10 H 0.03436 -0.43134 -1.86123
11 H 1.81200 -0.74709 -1.58812
12 H 1.87933 1.61633 0.96315
13 H -3.69115 0.59995 -0.30021

Atoms 1-3, force components in eV/Å:
S -0.27 1.65 1.04
N -1.17 2.73 -0.54
N 2.09 0.41 0.57

Output
Relative energy (zero: lowest compared OMol25 entry of this formula, charge and spin)   194.1 kJ/mol
Total energy   -625.89826 hartree
Net charge   +1
HOMO energy   -14.401 eV
HOMO-LUMO gap   9.20 eV

Okay, here come the Mulliken numbers, in e, for every atom:
1 S -0.14
2 N -0.37
3 N -0.33
4 C 0.72
5 C -0.09
6 C -1.13
7 H 0.42
8 H 0.36
9 H 0.33
10 H 0.26
11 H 0.29
12 H 0.37
13 H 0.32

=====

(11)
# C3H7N2S

A molecular structure, C3H7N2S at a distorted geometry (wB97M-V/def2-TZVPD, OMol25).

Element x y z (Å)
1 S 1.56957 1.23091 -1.42009
2 N 0.22058 -1.14530 -0.55740
3 N -1.27461 0.11498 0.43506
4 C 1.01454 0.01994 -0.10673
5 C 0.01968 0.53979 0.97570
6 C -1.06866 -0.92851 -0.34254
7 H -1.68964 -1.60214 -0.85070
8 H 0.57361 -1.96729 -0.98300
9 H 0.24456 0.13604 1.92237
10 H 2.10298 -0.52500 0.57610
11 H 0.50699 2.06650 -1.47501
12 H -2.18714 0.47244 0.73649
13 H -0.03247 1.58762 1.08974

Atoms 1-3, force components in eV/Å:
S -0.07 -0.97 0.74
N -0.62 1.57 0.48
N -0.74 -0.97 -0.20

Output
Relative energy (zero: lowest compared OMol25 entry of this formula, charge and spin)   147.1 kJ/mol
Total energy   -625.91616 hartree
Net charge   +1
HOMO energy   -13.726 eV
HOMO-LUMO gap   9.75 eV

Okay, here come the Mulliken numbers, in e, for every atom:
1 S -0.14
2 N -0.05
3 N -0.12
4 C -0.09
5 C -0.66
6 C -0.02
7 H 0.43
8 H 0.19
9 H 0.33
10 H 0.36
11 H 0.15
12 H 0.24
13 H 0.39

=====

(12)
# C3H7N2S

A gas-phase ion, C3H7N2S (charge +1) at a distorted geometry (wB97M-V/def2-TZVPD, OMol25).

Element x y z (Å)
1 S 1.56251 -0.25964 -0.16577
2 N -1.16974 0.31861 0.44648
3 N 2.57615 1.07421 -0.02062
4 C -0.23205 -0.49471 0.15602
5 C -0.49852 -1.93763 0.19576
6 C -1.77242 1.25203 -0.14637
7 H -0.48998 -2.21178 1.23332
8 H 0.27831 -2.50407 -0.41581
9 H -1.41786 -1.94594 -0.37146
10 H -2.44381 1.92546 0.33349
11 H 2.80004 1.55328 -0.94719
12 H -1.90010 1.55151 -1.14955
13 H 2.70747 1.67866 0.85169

Atoms 1-3, force components in eV/Å:
S 0.19 -0.68 0.82
N 0.00 1.65 -0.87
N -0.61 1.59 -0.57

Output
Relative energy (zero: lowest compared OMol25 entry of this formula, charge and spin)   326.9 kJ/mol
Total energy   -625.84765 hartree
Net charge   +1
HOMO energy   -13.992 eV
HOMO-LUMO gap   8.75 eV

Okay, here come the Mulliken numbers, in e, for every atom:
1 S 0.08
2 N -0.22
3 N -0.44
4 C 0.50
5 C -1.06
6 C -0.12
7 H 0.32
8 H 0.40
9 H 0.36
10 H 0.28
11 H 0.31
12 H 0.29
13 H 0.29